[1]
Here is the ion C7H15FNOS with charge +1 in a non-equilibrium geometry from OMol25. Energies are from ωB97M-V/def2-TZVPD.

Calculated values
Structure (SMILES) = C[NH+]=[S@@](=O)(F)C1CCCCC1
Gap between HOMO and LUMO = 11.0 eV
Highest occupied orbital energy = -14.465 eV
ΔE to the lowest compared entry with this formula, charge and spin = 56.11 kcal/mol
Calculated total energy = -24582.9303 eV
M = 180.27 g mol⁻¹

ORCA input file:
```
! RIJCOSX wB97M-V def2-TZVPD def2/J DEFGRID3
* xyz 1 1
S 2.016 -0.356 -0.759
F 2.641 -1.584 0.119
O 2.183 -0.633 -2.133
N 2.842 0.941 -0.112
C -0.436 -1.528 0.437
C -0.583 0.316 -1.260
C 0.253 -0.327 -0.142
C -1.819 -1.024 1.112
C -1.968 0.805 -0.776
C 2.543 1.523 1.197
C -2.592 -0.446 -0.094
H -1.684 1.679 -0.280
H 1.774 2.218 1.512
H 3.480 1.998 1.481
H 0.151 -2.025 1.221
H 2.381 0.530 1.804
H -0.793 -0.259 -2.238
H 0.297 0.405 0.691
H -2.527 0.993 -1.648
H -1.756 -0.311 1.901
H -3.678 -0.311 0.246
H -2.378 -1.790 1.572
H -0.740 -2.319 -0.332
H -2.640 -1.117 -0.980
H 2.994 1.529 -0.925
H 0.040 1.093 -1.615
*
```

Charges computed using Löwdin, reported in e:
1. S 0.98
2. F -0.15
3. O -0.18
4. N -0.17
5. C -0.15
6. C -0.20
7. C -0.34
8. C -0.13
9. C -0.15
10. C -0.09
11. C -0.18
12. H 0.10
13. H 0.09
14. H 0.10
15. H 0.11
16. H 0.13
17. H 0.17
18. H 0.13
19. H 0.10
20. H 0.11
21. H 0.14
22. H 0.10
23. H 0.15
24. H 0.12
25. H 0.13
26. H 0.08



[2]
Here is the ion C7H15INO with charge +1 in a non-equilibrium geometry from OMol25. Energies are from ωB97M-V/def2-TZVPD.

Calculated values
Structure (SMILES) = C[NH2+][C@](C)(I)C(=O)C(C)C
Gap between HOMO and LUMO = 9.4 eV
Highest occupied orbital energy = -13.824 eV
ΔE to the lowest compared entry with this formula, charge and spin = 29.49 kcal/mol
Calculated total energy = -19132.1743 eV
M = 256.11 g mol⁻¹

ORCA input file:
```
! RIJCOSX wB97M-V def2-TZVPD def2/J DEFGRID3
* xyz 1 1
I 1.330 2.815 -0.243
O -1.307 0.322 -1.147
N -1.398 1.723 0.917
C -0.152 0.259 -0.786
C 0.690 -0.213 -2.951
C 0.084 1.080 0.552
C 0.723 0.312 1.657
C 0.633 -1.877 -1.147
C -1.941 1.429 2.240
C 0.962 -0.458 -1.480
H 1.995 -0.305 -1.188
H -1.874 1.194 0.124
H -1.310 2.756 0.743
H -0.361 -2.056 -1.731
H -1.365 2.133 2.876
H 0.831 0.954 2.532
H 1.180 -2.487 -1.688
H 1.802 0.025 1.460
H -1.569 0.439 2.468
H -2.975 1.653 2.266
H 1.084 -1.089 -3.497
H 0.117 -0.669 1.709
H 1.202 0.602 -3.372
H -0.420 -0.080 -2.944
H 0.546 -2.137 -0.130
*
```

Charges computed using Löwdin, reported in e:
1. I 0.93
2. O 0.08
3. N -0.01
4. C -0.43
5. C -0.03
6. C -0.61
7. C -0.11
8. C -0.03
9. C -0.01
10. C -0.39
11. H 0.14
12. H 0.13
13. H 0.13
14. H 0.15
15. H 0.12
16. H 0.09
17. H 0.04
18. H 0.12
19. H 0.09
20. H 0.10
21. H 0.11
22. H 0.13
23. H 0.07
24. H 0.10
25. H 0.08



[3]
Here is a cluster of 2 separate species, C7H15N in total in a non-equilibrium geometry from OMol25. Energies are from ωB97M-V/def2-TZVPD.

Calculated values
Gap between HOMO and LUMO = 8.2 eV
Highest occupied orbital energy = -7.856 eV
ΔE to the lowest compared entry with this formula, charge and spin = 102.68 kcal/mol
Calculated total energy = -8988.0373 eV
M = 113.20 g mol⁻¹

ORCA input file:
```
! RIJCOSX wB97M-V def2-TZVPD def2/J DEFGRID3
* xyz 0 1
N 1.587 1.261 1.310
C 0.072 -0.992 0.637
C 0.133 -0.547 -2.104
C 0.195 1.299 1.385
C -0.969 -1.474 -1.652
C -0.437 -2.035 -0.302
C -0.532 0.261 0.898
C -0.470 2.648 1.502
H 0.712 -1.405 1.409
H -1.163 -2.765 0.080
H -0.666 3.195 0.583
H 2.011 1.119 2.212
H 0.558 0.052 -1.320
H -1.395 2.474 2.058
H 1.661 -0.931 -0.272
H -0.256 0.274 -2.725
H -1.084 -2.369 -2.257
H 1.935 0.694 0.531
H -1.802 -0.771 -1.622
H 0.867 -1.105 -2.683
H -1.580 0.453 0.690
H 0.467 -2.611 -0.497
H 0.157 3.275 2.139
*
```

Charges computed using Löwdin, reported in e:
1. N 0.06
2. C -0.19
3. C -0.17
4. C -0.38
5. C -0.23
6. C -0.26
7. C -0.10
8. C -0.05
9. H 0.09
10. H 0.11
11. H 0.08
12. H 0.09
13. H 0.00
14. H 0.08
15. H 0.18
16. H 0.08
17. H 0.10
18. H 0.04
19. H 0.10
20. H 0.08
21. H 0.12
22. H 0.09
23. H 0.07



[4]
Here is the ion C7H15N2 with charge +1 in a non-equilibrium geometry from OMol25. Energies are from ωB97M-V/def2-TZVPD.

Calculated values
Structure (SMILES) = CC(C)=[N+]=CCN(C)C
Gap between HOMO and LUMO = 8.7 eV
Highest occupied orbital energy = -12.479 eV
ΔE to the lowest compared entry with this formula, charge and spin = 69.80 kcal/mol
Calculated total energy = -10473.2689 eV
M = 127.21 g mol⁻¹

ORCA input file:
```
! RIJCOSX wB97M-V def2-TZVPD def2/J DEFGRID3
* xyz 1 1
N -0.679 -1.418 0.072
N 0.812 0.962 0.880
C 0.408 -1.496 1.043
C -0.259 -1.755 -1.278
C 1.072 -0.178 1.248
C -0.348 3.014 0.313
C 0.535 1.887 0.133
C -1.969 -2.004 0.563
C 1.348 1.915 -1.162
H -2.022 -2.986 0.130
H 1.714 0.879 -1.359
H 0.797 2.139 -2.095
H 0.179 3.981 0.278
H 0.596 -1.117 -1.691
H -1.032 2.857 -0.590
H -1.965 -1.990 1.683
H -1.088 2.833 1.084
H 1.320 -1.997 0.771
H 1.840 -0.335 2.138
H 0.313 -1.877 2.024
H -1.183 -1.756 -1.942
H 0.255 -2.754 -1.524
H -2.820 -1.410 0.276
H 2.176 2.606 -0.994
*
```

Charges computed using Löwdin, reported in e:
1. N -0.25
2. N 0.20
3. C -0.16
4. C -0.11
5. C -0.02
6. C 0.01
7. C -0.31
8. C -0.04
9. C 0.02
10. H 0.08
11. H 0.09
12. H 0.11
13. H 0.12
14. H 0.08
15. H 0.14
16. H 0.10
17. H 0.10
18. H 0.13
19. H 0.20
20. H 0.12
21. H 0.11
22. H 0.10
23. H 0.08
24. H 0.11



[5]
Here is a structure of composition C7H15N2Ni in a non-equilibrium geometry from OMol25. Energies are from ωB97M-V/def2-TZVPD.

Calculated values
Gap between HOMO and LUMO (alpha / beta) = 2.0 / 6.3 eV
Highest occupied orbital energy (alpha / beta) = 0.941 / -3.512 eV
ΔE to the lowest compared entry with this formula, charge and spin = 54.24 kcal/mol
Calculated total energy = -51520.9505 eV
M = 185.90 g mol⁻¹

ORCA input file:
```
! RIJCOSX wB97M-V def2-TZVPD def2/J DEFGRID3
* xyz -1 3
Ni 1.922 0.454 -0.145
N 0.223 0.720 0.999
N 2.767 2.106 0.379
C -2.622 -1.658 0.756
C -1.433 -1.057 1.202
C 1.469 -1.283 -1.150
C -3.367 -1.047 -0.264
C -1.047 0.139 0.614
C -2.929 0.147 -0.857
C -1.748 0.751 -0.412
H -4.302 -1.499 -0.592
H 1.120 -2.006 -0.388
H 0.140 1.731 1.088
H 3.056 -0.723 -0.893
H 0.505 0.366 1.912
H -1.369 1.673 -0.863
H 3.785 2.075 0.258
H 3.367 0.095 -0.723
H -0.825 -1.513 1.988
H -2.963 -2.589 1.216
H 2.614 2.373 1.358
H 2.449 2.881 -0.213
H 0.611 -0.904 -1.734
H 2.085 -1.849 -1.878
H -3.507 0.616 -1.657
*
```

Charges computed using Löwdin, reported in e:
1. Ni 0.01
2. N 0.01
3. N -0.02
4. C -0.20
5. C -0.15
6. C -0.27
7. C -0.19
8. C -0.39
9. C -0.20
10. C -0.16
11. H 0.07
12. H -0.02
13. H 0.07
14. H 0.05
15. H 0.08
16. H 0.07
17. H 0.04
18. H -0.02
19. H 0.07
20. H 0.06
21. H 0.05
22. H 0.06
23. H -0.02
24. H -0.04
25. H 0.06



[6]
Here is a cluster of 2 separate species, C7H15N2Si in total in a non-equilibrium geometry from OMol25. Energies are from ωB97M-V/def2-TZVPD.

Calculated values
Gap between HOMO and LUMO = 6.9 eV
Highest occupied orbital energy = -11.892 eV
ΔE to the lowest compared entry with this formula, charge and spin = 104.86 kcal/mol
Calculated total energy = -18350.0226 eV
M = 155.30 g mol⁻¹

ORCA input file:
```
! RIJCOSX wB97M-V def2-TZVPD def2/J DEFGRID3
* xyz 1 1
Si 1.937 -0.374 0.279
N -1.752 -0.431 0.529
N -3.978 -0.115 0.429
C -2.887 -0.659 1.078
C 1.801 1.471 0.662
C 3.183 -0.984 -1.053
C -1.896 0.449 -0.592
C -3.436 0.695 -0.747
C 2.817 2.364 0.628
C 0.756 -1.633 1.005
H 4.158 -0.442 -0.927
H -3.942 0.110 -1.670
H 0.750 -1.801 2.130
H -1.538 1.509 -0.565
H 0.813 1.795 0.687
H 1.018 -2.546 0.669
H -2.894 -1.175 2.017
H 3.247 -1.987 -1.016
H -4.717 0.365 0.858
H 2.812 -0.879 -2.072
H -3.822 1.787 -0.826
H 2.680 3.361 0.514
H -0.257 -1.135 0.927
H -1.321 -0.121 -1.343
H 3.846 2.183 0.625
*
```

Charges computed using Löwdin, reported in e:
1. Si 1.02
2. N -0.05
3. N 0.02
4. C -0.17
5. C -0.19
6. C -0.14
7. C -0.22
8. C -0.13
9. C 0.03
10. C -0.17
11. H 0.07
12. H 0.14
13. H 0.09
14. H 0.11
15. H 0.02
16. H -0.02
17. H 0.13
18. H -0.02
19. H 0.10
20. H 0.05
21. H 0.13
22. H 0.04
23. H 0.00
24. H 0.11
25. H 0.05



[7]
Here is a cluster of 2 separate species, C7H15N2Si in total in a non-equilibrium geometry from OMol25. Energies are from ωB97M-V/def2-TZVPD.

Calculated values
Gap between HOMO and LUMO = 9.0 eV
Highest occupied orbital energy = -12.850 eV
ΔE to the lowest compared entry with this formula, charge and spin = 88.76 kcal/mol
Calculated total energy = -18350.7208 eV
M = 155.30 g mol⁻¹

ORCA input file:
```
! RIJCOSX wB97M-V def2-TZVPD def2/J DEFGRID3
* xyz 1 1
Si -0.535 1.386 1.335
N 2.567 0.768 0.812
N 1.625 -0.436 -0.790
C -2.596 -0.071 -0.078
C -3.144 -1.451 -0.399
C 2.992 -1.013 -0.617
C 3.650 -0.089 0.482
C 1.474 0.551 0.051
C -2.610 1.071 -1.041
C -1.728 0.038 0.971
H -3.272 1.889 -0.764
H 3.471 -0.932 -1.652
H -3.178 -2.127 0.426
H -4.001 -1.332 -0.989
H 2.582 1.370 1.640
H -0.119 2.716 0.818
H -2.599 -1.879 -1.301
H 3.823 -0.878 1.336
H 2.846 -2.034 -0.277
H 0.940 -0.776 -1.426
H -1.631 -0.843 1.640
H 4.586 0.402 0.074
H -3.183 0.772 -2.002
H -0.362 1.465 2.768
H -1.596 1.435 -1.015
*
```

Charges computed using Löwdin, reported in e:
1. Si 0.86
2. N -0.01
3. N 0.04
4. C -0.38
5. C -0.04
6. C -0.10
7. C -0.15
8. C -0.20
9. C -0.07
10. C -0.26
11. H 0.09
12. H 0.14
13. H 0.08
14. H 0.06
15. H 0.15
16. H -0.05
17. H 0.12
18. H 0.16
19. H 0.11
20. H 0.14
21. H 0.08
22. H 0.14
23. H 0.13
24. H -0.06
25. H 0.04



[8]
Here is an isolated molecule of C7H15N3O4 in a non-equilibrium geometry from OMol25. Energies are from ωB97M-V/def2-TZVPD.

Calculated values
Structure (SMILES) = O=C(O)CN=C(NCCO)NCCO
Gap between HOMO and LUMO = 9.7 eV
Highest occupied orbital energy = -8.966 eV
ΔE to the lowest compared entry with this formula, charge and spin = 10.30 kcal/mol
Calculated total energy = -20162.0821 eV
M = 205.21 g mol⁻¹

ORCA input file:
```
! RIJCOSX wB97M-V def2-TZVPD def2/J DEFGRID3
* xyz 0 1
O 0.426 -1.612 2.805
O 0.458 -0.114 4.427
O 0.657 2.834 -1.123
O -1.604 -2.616 0.911
N 0.875 0.614 0.958
N -1.100 0.016 -0.218
N 1.045 0.011 -1.254
C 1.179 2.313 -2.265
C 0.290 0.189 -0.097
C 0.166 0.751 2.231
C -1.669 -1.072 -1.045
C -1.288 -2.445 -0.484
C 0.673 0.825 -2.438
C 0.317 -0.430 3.131
H 1.094 0.292 -3.297
H -0.410 0.830 -2.509
H 2.018 0.059 -1.039
H 0.688 -0.948 4.859
H -1.721 -3.231 -1.107
H 1.087 3.009 -3.118
H -0.893 0.948 2.011
H -1.461 -0.111 0.726
H 1.276 2.780 -0.422
H -0.835 -2.293 1.414
H -0.128 -2.543 -0.567
H -1.265 -0.952 -2.077
H 0.569 1.643 2.766
H -2.732 -0.921 -1.033
H 2.288 2.174 -2.145
*
```

Charges computed using Löwdin, reported in e:
1. O 0.07
2. O 0.11
3. O -0.04
4. O -0.08
5. N 0.08
6. N 0.06
7. N 0.05
8. C -0.27
9. C -0.45
10. C -0.13
11. C -0.17
12. C -0.23
13. C -0.15
14. C -0.47
15. H 0.11
16. H 0.09
17. H 0.11
18. H 0.13
19. H 0.11
20. H 0.12
21. H 0.12
22. H 0.10
23. H 0.07
24. H 0.04
25. H 0.14
26. H 0.11
27. H 0.14
28. H 0.11
29. H 0.12



[9]
Here is the ion C7H15N4 with charge +1 in a non-equilibrium geometry from OMol25. Energies are from ωB97M-V/def2-TZVPD.

Calculated values
Gap between HOMO and LUMO = 7.4 eV
Highest occupied orbital energy = -10.759 eV
ΔE to the lowest compared entry with this formula, charge and spin = 101.38 kcal/mol
Calculated total energy = -13451.9073 eV
M = 155.22 g mol⁻¹

ORCA input file:
```
! RIJCOSX wB97M-V def2-TZVPD def2/J DEFGRID3
* xyz 1 1
N 1.477 -0.609 -0.707
N -0.775 -1.097 -0.193
N -1.722 0.839 0.579
N 0.843 1.769 -0.756
C -2.999 -0.529 -0.993
C 0.423 2.244 0.501
C 0.520 -1.035 0.399
C 0.902 -2.242 1.170
C -0.752 1.507 1.135
C -1.809 -0.220 -0.154
C 1.877 0.864 -0.616
H 1.115 -1.047 -1.673
H -3.271 0.433 -1.519
H 2.405 -1.110 -0.573
H -3.726 -0.588 -0.253
H 1.627 -1.899 1.810
H -0.827 1.670 2.291
H 0.175 3.332 0.798
H 0.858 2.486 -1.456
H 1.202 2.155 1.186
H -1.105 -1.845 -0.738
H -2.741 -1.311 -1.555
H 0.097 -2.648 1.790
H 1.197 -3.006 0.472
H 2.370 1.024 0.342
H 2.636 0.861 -1.289
*
```

Charges computed using Löwdin, reported in e:
1. N 0.06
2. N 0.07
3. N 0.15
4. N 0.00
5. C 0.05
6. C -0.21
7. C -0.34
8. C -0.07
9. C -0.01
10. C -0.33
11. C -0.18
12. H 0.23
13. H 0.14
14. H 0.18
15. H 0.08
16. H 0.04
17. H 0.17
18. H 0.17
19. H 0.14
20. H 0.09
21. H 0.12
22. H 0.04
23. H 0.10
24. H 0.07
25. H 0.14
26. H 0.10